(1)
Below is a molecular structure, C6H16N4O2, with properties calculated with ωB97M-V/def2-TZVPD.

```
28
Properties=species:S:1:pos:R:3:nbo_charge:R:1
C -3.375 0.053 0.175 0.58
C 3.205 0.177 0.242 0.42
C -2.065 0.389 0.831 -0.47
C -1.016 0.044 -0.360 -0.37
C 0.408 0.114 0.263 -0.46
C 1.494 -0.507 -0.614 0.70
N -4.031 1.053 -0.381 -0.72
N 3.871 1.219 -0.237 -0.75
N -3.708 -1.208 0.165 -0.69
N 3.538 -0.319 1.412 -0.76
O 1.579 -1.816 -0.347 -0.69
O 1.535 -0.019 -1.872 -0.68
H -1.850 1.356 1.081 0.25
H -1.679 -0.235 1.664 0.25
H -1.052 0.622 -1.206 0.23
H -1.027 -1.012 -0.781 0.21
H 0.199 -0.421 1.200 0.24
H 0.574 1.096 0.444 0.23
H -3.949 2.031 -0.248 0.44
H -4.822 0.980 -1.002 0.43
H 3.516 1.798 -1.003 0.43
H 4.606 1.736 0.233 0.42
H -2.955 -1.848 0.404 0.44
H -4.523 -1.408 -0.383 0.43
H 3.296 -1.246 1.686 0.43
H 4.075 0.218 2.089 0.42
H 1.975 -2.395 -0.994 0.52
H 2.182 -0.450 -2.462 0.52
```

Results
E_tot = -607.13230 Ha
Net charge = +2


(2)
Below is 2 unconnected molecules or ions with the total composition C6H16N5, with properties calculated with ωB97M-V/def2-TZVPD.

```
27
Properties=species:S:1:pos:R:3:nbo_charge:R:1
C -1.147 1.553 0.201 -0.22
C 2.482 1.025 -0.046 -0.05
C -1.817 -0.236 -1.230 -0.04
C 0.242 0.929 0.412 -0.14
C 0.558 0.014 -0.752 0.59
C -2.472 -0.290 1.105 -0.42
N 1.399 1.801 0.494 -0.58
N 1.837 0.121 -1.024 -0.54
N -0.381 -0.646 -1.369 -0.55
N 1.510 -2.298 0.698 -1.10
N -2.099 0.498 -0.056 -0.42
H -1.455 2.117 1.080 0.24
H -1.126 2.233 -0.657 0.21
H 3.244 1.638 -0.524 0.22
H 2.936 0.420 0.749 0.20
H -2.039 0.378 -2.113 0.20
H -2.424 -1.142 -1.263 0.22
H 0.219 0.307 1.320 0.24
H -3.387 -0.837 0.878 0.22
H -1.702 -1.004 1.416 0.17
H -2.685 0.385 1.931 0.22
H 1.252 2.666 -0.014 0.38
H 2.367 -0.475 -1.641 0.43
H -0.167 -1.237 -2.164 0.42
H 1.016 -2.512 1.557 0.37
H 1.346 -3.086 0.077 0.37
H 2.497 -2.325 0.935 0.37
```

Results
E_tot = -511.78205 Ha
Net charge = +1


(3)
Below is 2 unconnected molecules or ions with the total composition C6H16N6, with properties calculated with ωB97M-V/def2-TZVPD.

```
28
Properties=species:S:1:pos:R:3:nbo_charge:R:1
C -0.321 0.377 0.022 0.64
C 3.167 0.635 0.058 0.26
C -2.556 -0.050 -0.877 -0.61
C -1.486 2.246 -0.419 -0.57
C -2.225 0.781 1.454 -0.56
C -1.684 0.716 0.064 -0.19
N 0.853 0.501 0.022 -0.15
N 2.051 -0.059 -0.122 -0.47
N 5.271 -0.443 -0.303 -0.09
N 4.301 0.118 0.120 -0.03
N 0.765 -2.239 0.356 -0.55
N -0.060 -1.993 -0.821 -0.62
H 0.366 -1.686 1.121 0.42
H 3.094 1.778 0.155 0.27
H -3.320 0.577 -1.228 0.26
H -2.990 -0.988 -0.410 0.23
H -2.098 -0.231 -1.826 0.24
H -2.418 2.744 -0.709 0.26
H -1.140 2.850 0.370 0.23
H -0.760 2.378 -1.277 0.23
H -2.021 1.723 1.806 0.23
H -1.784 0.070 2.025 0.20
H -3.232 0.650 1.354 0.24
H 6.100 -0.683 0.406 0.40
H 1.746 -1.809 0.257 0.47
H 0.943 -3.148 0.757 0.43
H 0.407 -2.412 -1.632 0.41
H -0.972 -2.403 -0.722 0.41
```

Results
E_tot = -565.88750 Ha
Net charge = +2


(4)
Below is a single C6H16NOP molecule, with properties calculated with ωB97M-V/def2-TZVPD.

```
25
Properties=species:S:1:pos:R:3:nbo_charge:R:1
C 3.020 -0.683 0.423 -0.62
C 1.538 -1.028 0.389 -0.76
P 0.599 0.420 -0.228 1.78
N 0.715 0.319 -1.897 -1.18
O 1.559 2.132 0.367 -0.98
C -1.213 0.219 0.128 -0.35
C -1.398 0.288 1.640 -0.62
C -1.936 1.380 -0.546 -0.62
C -1.663 -1.123 -0.441 -0.62
H 3.134 0.303 0.870 0.26
H 3.578 -1.412 1.008 0.21
H 3.443 -0.649 -0.579 0.20
H 1.185 -1.239 1.400 0.24
H 1.329 -1.887 -0.253 0.24
H 1.691 0.179 -2.150 0.40
H 0.432 1.212 -2.297 0.41
H -0.944 -0.571 2.132 0.21
H -0.927 1.194 2.018 0.24
H -2.457 0.306 1.894 0.22
H -2.991 1.377 -0.277 0.22
H -1.861 1.311 -1.630 0.21
H -1.493 2.320 -0.222 0.24
H -1.412 -1.191 -1.498 0.23
H -1.188 -1.949 0.084 0.21
H -2.741 -1.228 -0.333 0.22
```

Results
E_tot = -709.50066 Ha
Net charge = 0
Structure (SMILES) = CC[P@](N)(=O)C(C)(C)C


(5)
Below is 2 unconnected molecules or ions with the total composition C6H16NS, with properties calculated with ωB97M-V/def2-TZVPD.

```
24
Properties=species:S:1:pos:R:3:nbo_charge:R:1
C 2.064 0.810 2.190 -0.61
C 1.309 -2.401 0.194 -0.62
C 1.638 -1.564 1.418 -0.39
C 2.272 -0.218 1.089 -0.41
H 1.009 1.089 2.211 0.23
H 2.629 1.727 2.009 0.19
H 2.345 0.429 3.177 0.18
H 1.044 -3.432 0.459 0.18
H 2.144 -2.502 -0.510 0.18
H 0.470 -1.958 -0.342 0.25
H 2.270 -2.119 2.124 0.17
H 0.697 -1.397 1.955 0.20
H 3.337 -0.360 0.866 0.17
H 1.816 0.185 0.182 0.25
C -2.836 0.993 -2.311 -0.23
C -1.533 1.561 -1.761 -0.53
S -0.879 0.597 -0.341 -0.74
N -3.880 0.772 -1.308 -0.86
H -2.618 0.029 -2.777 0.17
H -3.265 1.657 -3.073 0.16
H -1.658 2.600 -1.435 0.17
H -0.778 1.571 -2.555 0.18
H -4.171 1.662 -0.918 0.33
H -3.426 0.268 -0.545 0.38
```

Results
E_tot = -691.17855 Ha
Net charge = -1


(6)
Below is 2 unconnected molecules or ions with the total composition C6H16NS, with properties calculated with ωB97M-V/def2-TZVPD.

```
24
Properties=species:S:1:pos:R:3:lowdin_spin:R:1
C 2.031 0.896 2.193 0.24
C 1.159 -2.404 0.118 0.05
C 1.595 -1.607 1.357 0.12
C 2.243 -0.143 1.089 0.06
H 0.974 1.149 2.284 0.02
H 2.627 1.794 1.941 0.06
H 2.400 0.534 3.177 0.11
H 0.847 -3.383 0.482 0.03
H 1.942 -2.418 -0.586 0.01
H 0.280 -1.855 -0.345 0.00
H 2.299 -2.180 1.947 0.09
H 0.697 -1.458 1.952 0.03
H 3.323 -0.296 0.897 0.05
H 1.747 0.270 0.187 0.00
C -2.742 0.942 -2.276 0.00
C -1.445 1.493 -1.725 0.02
S -0.772 0.528 -0.302 0.11
N -3.749 0.702 -1.257 0.00
H -2.573 0.013 -2.823 0.00
H -3.103 1.653 -3.036 0.00
H -1.683 2.503 -1.402 0.00
H -0.707 1.521 -2.523 0.00
H -4.114 1.566 -0.861 0.00
H -3.276 0.177 -0.490 0.00
```

Results
Expectation value of S² = 0.75
E_tot = -691.00363 Ha
Spin multiplicity = 2
Net charge = -2


(7)
Below is a gas-phase ion, C6H16NS (charge +1), with properties calculated with ωB97M-V/def2-TZVPD.

```
24
Properties=species:S:1:pos:R:3:nbo_charge:R:1
C -0.769 -2.193 0.842 -0.65
C -0.477 -1.446 -0.406 -0.43
C -0.634 0.172 -0.391 0.13
C -0.341 0.687 -1.746 -0.71
S -2.322 0.662 0.309 -0.01
N 0.361 0.740 0.692 -0.41
C 0.457 2.174 0.795 -0.44
C 1.733 0.231 0.545 -0.44
H -0.812 -3.258 0.612 0.25
H -1.621 -1.859 1.351 0.23
H 0.067 -2.249 1.497 0.21
H -1.284 -1.600 -1.042 0.22
H 0.406 -1.710 -0.957 0.22
H -0.301 -0.212 -2.408 0.25
H 0.729 1.119 -1.832 0.23
H -1.030 1.454 -2.128 0.27
H -2.855 -0.412 -0.348 0.16
H -0.134 0.421 1.545 0.45
H 1.282 2.491 1.576 0.25
H 0.791 2.468 -0.290 0.23
H -0.392 2.725 1.085 0.25
H 2.409 0.687 -0.123 0.25
H 2.141 0.169 1.586 0.25
H 1.667 -0.809 0.139 0.24
```

Results
E_tot = -690.84844 Ha
Net charge = +1
Structure (SMILES) = CC[C@@](C)(S)[NH+](C)C


(8)
Below is 2 unconnected molecules or ions with the total composition C6H16O, with properties calculated with ωB97M-V/def2-TZVPD.

```
23
Properties=species:S:1:pos:R:3:nbo_charge:R:1
C 1.705 -1.300 -1.600 -0.61
C 1.082 0.156 -1.290 -0.40
C 0.616 0.467 0.116 -0.41
C -0.705 -0.155 0.449 -0.38
C -1.962 0.593 -0.102 -0.40
C -1.894 2.093 0.364 -0.64
H 2.075 -1.771 -0.678 0.19
H 2.501 -1.301 -2.314 0.21
H 1.094 -1.943 -2.109 0.21
H 0.296 0.496 -2.036 0.20
H 1.883 0.928 -1.661 0.20
H 0.580 1.565 0.358 0.21
H 1.201 0.019 0.746 0.19
H -0.961 -1.127 0.074 0.21
H -0.852 -0.116 1.556 0.20
H -2.865 -0.024 0.222 0.21
H -1.894 0.442 -1.173 0.19
H -1.873 2.919 -0.384 0.21
H -2.841 2.350 0.980 0.21
H -1.012 2.380 0.953 0.20
O 0.957 -2.386 2.569 -0.94
H 1.460 -1.765 3.176 0.48
H 1.409 -2.519 1.783 0.47
```

Results
E_tot = -313.37030 Ha
Net charge = 0
Structure (SMILES) = CCCCCC.O


(9)
Below is 3 unconnected molecules or ions with the total composition C6H16O2, with properties calculated with ωB97M-V/def2-TZVPD.

```
24
Properties=species:S:1:pos:R:3:nbo_charge:R:1
C 1.477 -1.443 2.194 -0.64
C 1.004 -1.872 0.854 -0.21
C 0.797 -0.966 -0.089 -0.17
C 0.138 -1.323 -1.444 -0.43
C -1.103 -0.520 -1.612 -0.39
C -2.229 -1.145 -0.860 -0.61
H 1.572 -0.314 2.082 0.21
H 2.443 -2.108 2.432 0.21
H 0.927 -1.720 3.061 0.22
H 0.594 -2.980 0.831 0.20
H 1.103 0.178 0.056 0.18
H 0.777 -1.100 -2.272 0.22
H -0.097 -2.380 -1.366 0.20
H -0.898 0.513 -1.288 0.20
H -1.418 -0.383 -2.700 0.20
H -2.654 -1.939 -1.545 0.20
H -3.013 -0.386 -0.710 0.20
H -2.013 -1.658 0.044 0.21
O -1.986 3.167 0.677 -0.92
H -2.854 2.787 0.698 0.46
H -1.732 2.911 1.608 0.46
O 2.342 2.705 -0.151 -0.93
H 2.232 1.918 0.361 0.46
H 1.682 3.305 0.241 0.47
```

Results
E_tot = -388.61180 Ha
Net charge = 0
Structure (SMILES) = C/C=C/CCC.O.O


(10)
Below is a molecular structure, C6H16O2, with properties calculated with ωB97M-V/def2-TZVPD.

```
24
Properties=species:S:1:pos:R:3:nbo_charge:R:1
C -1.919 0.285 1.611 -0.62
C -2.066 -0.348 0.234 -0.39
C -1.501 0.518 -0.913 -0.46
C -0.008 0.558 -0.902 -0.09
C 0.802 -0.373 -1.545 -0.18
C 2.268 -0.164 -1.564 -0.67
H -0.886 0.560 1.818 0.24
H -2.204 -0.483 2.332 0.22
H -2.585 1.133 1.769 0.20
H -3.126 -0.505 0.023 0.21
H -1.614 -1.342 0.211 0.22
H -1.906 1.525 -0.803 0.23
H -1.827 0.230 -1.919 0.22
H 0.518 1.457 -0.596 0.28
H 0.303 -0.946 -2.322 0.24
H 2.828 -1.092 -1.715 0.23
H 2.605 0.297 -0.633 0.29
H 2.569 0.362 -2.479 0.24
H 1.657 -1.598 1.628 0.47
H 0.515 -0.571 -0.256 0.44
O 0.895 -1.332 1.090 -1.13
H 1.217 -0.094 1.229 0.47
H 1.757 0.953 2.328 0.45
O 1.707 0.971 1.375 -1.12
```

Results
E_tot = -388.54752 Ha
Net charge = 0